This record from the Open Molecules 2025 dataset describes C25H21N3O4S in the gas phase. The level of theory is ωB97M-V with the def2-TZVPD basis set.

Geometry as ORCA input:
```
! wB97M-V def2-TZVPD RIJCOSX def2/J DEFGRID3
* xyz 0 1
C 1.40080 -6.55415 0.85860
O 0.00353 -6.52941 1.01484
C -0.55158 -5.52041 1.74661
C 0.15304 -4.47664 2.33590
C -0.51490 -3.50480 3.06098
C -1.89499 -3.55199 3.20418
N -2.55205 -2.56209 3.93644
S -2.07584 -0.95643 3.82173
O -3.22494 -0.20620 4.23046
O -0.84505 -0.76549 4.52648
C -1.77495 -0.74582 2.07074
C -2.82761 -0.97886 1.19018
C -2.64612 -0.87965 -0.17314
C -1.37722 -0.53469 -0.62939
N -0.91421 -0.35788 -1.90656
C 0.33807 -0.02777 -1.78612
C 1.27231 0.26215 -2.91543
O 2.17120 1.30566 -2.61825
C 1.69201 2.59342 -2.56489
C 0.32842 2.93036 -2.65859
C -0.05409 4.24179 -2.59274
C 0.88694 5.27670 -2.43141
C 0.51231 6.63506 -2.36790
C 1.45520 7.61147 -2.21268
C 2.81489 7.27337 -2.11236
C 3.21000 5.96696 -2.16845
C 2.26131 4.93399 -2.33001
C 2.63480 3.58091 -2.39904
N 0.75822 0.02943 -0.48750
C -0.32349 -0.28755 0.28965
C -0.50902 -0.39685 1.65707
C -2.60160 -4.59613 2.61150
C -1.93741 -5.57017 1.89848
H 1.91264 -6.63067 1.82334
H 1.61473 -7.44301 0.26702
H 1.76251 -5.66949 0.32398
H 1.22569 -4.40999 2.24702
H 0.03113 -2.70719 3.53704
H -3.55491 -2.65225 3.98382
H -3.79274 -1.22666 1.60264
H -3.44793 -1.05826 -0.87003
H 1.90947 -0.61172 -3.09576
H 0.69190 0.46117 -3.82354
H -0.42055 2.16309 -2.77597
H -1.10141 4.49705 -2.66474
H -0.53550 6.88773 -2.44611
H 1.16332 8.65028 -2.16659
H 3.54649 8.05870 -1.99038
H 4.25513 5.70361 -2.09203
H 3.67598 3.30554 -2.32783
H 1.67796 0.29786 -0.17777
H 0.26783 -0.22157 2.38302
H -3.67503 -4.64670 2.72164
H -2.47472 -6.38583 1.44181
*
```

Calculated values
* HOMO-LUMO gap: 8.542 eV
* LUMO: 0.0146 hartree
* energy relative to the best compared isomer or geometry (same formula, charge and spin): 136.3 kJ/mol
* SMILES string: COc1ccc(NS(=O)(=O)c2ccc3nc(COc4ccc5ccccc5c4)[nH]c3c2)cc1
* HOMO energy: -8.14 eV
* E: -49761.4498 eV

***

This record from the Open Molecules 2025 dataset describes C25H21N4O4PS2Ti as an isolated structure. The level of theory is ωB97M-V with the def2-TZVPD basis set.

Geometry as ORCA input:
```
! wB97M-V def2-TZVPD RIJCOSX def2/J DEFGRID3
* xyz -1 4
Ti -0.58910 0.18359 -0.23042
N -4.04711 -5.33261 4.51101
C -3.65831 -4.46369 3.48131
C -4.60875 -3.94170 2.60471
C -4.22332 -3.11945 1.56241
C -2.87966 -2.81993 1.37860
C -1.92550 -3.32539 2.24739
C -2.31664 -4.14895 3.29030
S -2.43758 -1.72316 0.08466
O -3.34204 -1.97028 -1.00239
O -0.99197 -1.98865 -0.14408
N -2.47655 -0.28574 0.74075
C -2.98427 0.90738 0.20728
N -4.25911 1.16032 0.08336
C -4.57128 2.35718 -0.45633
C -3.61621 3.27623 -0.82316
C -2.28409 2.93966 -0.62375
N -1.94579 1.75235 -0.11845
H -4.99431 -5.19987 4.82825
H -3.41034 -5.35953 5.29187
H -5.65629 -4.18632 2.74185
H -4.95793 -2.70995 0.88122
H -0.88503 -3.06275 2.11399
H -1.57071 -4.54547 3.96987
H -5.62608 2.56865 -0.58613
H -3.88817 4.23007 -1.25265
H -1.46617 3.59796 -0.88607
O 1.84978 -0.51358 3.16407
C 1.48758 -0.26185 2.02598
O 0.30575 0.11927 1.66293
C 2.47007 -0.41944 0.85780
P 1.84986 0.58059 -0.54178
C 2.50299 2.26922 -0.25824
C 1.94689 3.29716 -1.01722
C 2.38933 4.60466 -0.86496
C 3.37689 4.89708 0.06482
C 3.92252 3.88398 0.83868
C 3.48773 2.57251 0.67202
C 2.84260 0.03535 -1.97480
C 3.85581 0.79305 -2.54989
C 4.54683 0.32581 -3.66351
C 4.22817 -0.90746 -4.20996
C 3.21107 -1.66760 -3.64705
C 2.51745 -1.19552 -2.54375
H 2.40381 -1.45726 0.51539
H 3.49326 -0.25013 1.18733
H 1.16556 3.06919 -1.73614
H 1.95462 5.39276 -1.46744
H 3.71663 5.91793 0.19356
H 4.68315 4.10819 1.57587
H 3.91591 1.79264 1.28696
H 4.11708 1.75736 -2.13321
H 5.33076 0.93103 -4.10208
H 4.76141 -1.27150 -5.07984
H 2.93859 -2.62143 -4.08135
H 1.69358 -1.77608 -2.14219
S -0.62665 0.80574 -3.72726
C -0.72668 0.39840 -2.20014
*
```

Calculated values
* HOMO-LUMO gap (alpha / beta): 5.278 / 8.586 eV
* LUMO (alpha / beta): 0.1001 / 0.0989 hartree
* energy relative to the best compared isomer or geometry (same formula, charge and spin): 0.0 kJ/mol
* HOMO energy (alpha / beta): -2.55 / -5.89 eV
* E: -94492.7782 eV

***

This record from the Open Molecules 2025 dataset describes C25H22BN4O8 as an isolated structure. The level of theory is ωB97M-V with the def2-TZVPD basis set.

Geometry as ORCA input:
```
! wB97M-V def2-TZVPD RIJCOSX def2/J DEFGRID3
* xyz -1 1
C -4.54564 -2.28849 4.57307
C -3.09397 -2.17179 4.61875
C -2.20922 -2.90854 5.40473
C -0.93219 -2.46724 5.10836
C -0.99340 -1.48059 3.94702
B -1.47023 -0.24876 -0.89609
C -0.21906 -0.24717 4.22594
C -0.76837 0.73215 5.12974
C 0.32369 1.27630 5.82305
C 1.44358 0.51469 5.47983
C 2.83634 0.61131 5.86515
O 1.10575 -0.49456 4.64204
C -0.50070 -2.41711 2.92674
C -1.19592 -3.35902 2.17616
C -0.19128 -4.27122 1.72908
C 1.02841 -3.79071 2.13564
C 2.39751 -4.20672 1.97053
O 0.83752 -2.62515 2.82294
C -2.77146 -0.65446 -0.30236
C -3.89987 -1.40935 -0.60033
C -4.96446 -0.85070 0.14123
C -4.42565 0.09286 0.99396
C -5.02523 1.11185 1.83408
O -3.07602 0.07934 0.87513
O -2.45168 -1.28776 3.81796
H -4.92829 -2.33358 5.60232
H -5.01581 -1.46139 4.02300
H -4.82553 -3.25602 4.12334
H -2.50736 -3.64918 6.15327
H 0.00243 -2.88832 5.49796
H -1.80792 1.03532 5.20430
H 0.31002 2.10744 6.52876
H 3.03808 1.62848 6.23728
H 3.04419 -0.10831 6.67762
H 3.49384 0.37497 5.01186
H -2.27507 -3.43402 2.01501
H -0.38215 -5.21015 1.21994
H 2.43103 -5.22435 1.57926
H 2.90651 -3.55243 1.25852
H 2.93242 -4.16482 2.92124
H -3.89588 -2.29074 -1.22383
H -6.02368 -1.02022 0.02780
H -6.01806 1.37782 1.44876
H -5.19415 0.76975 2.86402
H -4.43811 2.03743 1.88673
O -1.58425 2.09042 3.00860
N -1.54503 2.05670 1.76848
C -0.84480 1.03713 1.07964
C -0.18667 0.03007 1.84571
C 0.90734 -0.39048 1.09017
N 2.23626 -0.56367 1.50893
O 2.75909 -0.74454 2.58446
O 3.02533 -0.60333 0.34518
N 2.23762 -0.37041 -0.81046
C 0.98625 -0.36467 -0.34552
N -0.12906 -0.09384 -1.13011
C -0.92371 1.18734 -0.35228
O -2.17697 2.87096 1.06327
H -0.08135 0.21461 3.01078
H -1.12334 2.16570 -0.79441
*
```

Calculated values
* HOMO-LUMO gap: 2.917 eV
* LUMO: 0.0631 hartree
* energy relative to the best compared isomer or geometry (same formula, charge and spin): 774.3 kJ/mol
* HOMO energy: -1.20 eV
* E: -49282.3343 eV

***

This record from the Open Molecules 2025 dataset describes C25H22Br42F9INO3S2 as an isolated structure. The level of theory is ωB97M-V with the def2-TZVPD basis set.

Geometry as ORCA input:
```
! wB97M-V def2-TZVPD RIJCOSX def2/J DEFGRID3
* xyz 1 1
C 2.09296 0.04123 4.24652
C 3.01638 0.61708 3.17218
O 2.59480 1.91569 2.71428
C 1.68093 1.97971 1.76359
C 0.89469 0.91651 1.40238
N -0.03603 1.06137 0.42496
S -0.96280 -0.37410 0.06508
O -0.51172 -0.87168 -1.18130
O -0.91522 -1.20388 1.21549
C -2.72861 0.17422 -0.25776
F -2.67730 0.91197 -1.37816
F -3.37028 -0.95444 -0.51336
C -3.47241 1.02267 0.81694
F -4.66524 1.29370 0.26935
F -2.81608 2.19603 0.97868
C -3.73071 0.35807 2.22331
F -3.62930 -0.97636 2.15394
F -4.99249 0.66720 2.58212
C -2.82496 0.90608 3.37048
F -3.23459 2.12195 3.73933
F -1.53463 0.97185 2.98945
F -2.91507 0.08397 4.41840
C -0.20308 2.21753 -0.23054
C 0.51963 3.33148 0.12417
S 0.18326 4.82346 -0.76111
C 1.47776 3.23096 1.13238
I 2.61241 4.82062 1.76910
H 1.79265 -0.97573 3.99188
H 1.17856 0.63183 4.31671
H 2.57534 0.04815 5.21870
H 3.13654 -0.05921 2.32608
H 4.00877 0.78428 3.58062
H 0.96030 -0.05326 1.87208
H -0.92689 2.28741 -1.02737
H -0.99528 5.08517 -0.18170
C 1.65726 -3.99135 0.98119
Br 2.67044 -5.44876 0.24262
Br 0.81874 -4.42174 2.64192
Br 2.76249 -2.40732 1.10570
H 0.86876 -3.75888 0.28151
C 2.20199 8.30925 4.22307
Br 3.63645 8.06511 2.95329
Br 2.12938 10.12244 4.83276
Br 0.50780 7.73655 3.51348
H 2.42336 7.68564 5.07650
C -5.67544 1.59048 6.10505
Br -6.64219 3.15172 5.54298
Br -5.05443 1.74799 7.91841
Br -6.69693 -0.01467 5.84133
H -4.79970 1.51511 5.48108
C 2.82188 0.40648 -3.68377
Br 1.52583 1.15917 -2.45426
Br 2.67705 1.13850 -5.44006
Br 4.60717 0.53930 -3.01503
H 2.59180 -0.64792 -3.75529
C -7.85659 5.37844 1.97905
Br -6.67120 6.88253 1.83046
Br -6.94217 3.71815 1.64839
Br -8.76252 5.34803 3.67235
H -8.61031 5.48456 1.21305
C -7.50190 3.00124 10.82030
Br -8.10607 1.31518 11.51468
Br -8.66242 3.65262 9.43565
Br -7.26058 4.30102 12.21440
H -6.53608 2.83248 10.36802
C 0.60552 -5.25109 -3.11402
Br 1.77062 -5.28222 -4.64037
Br 0.55096 -3.50028 -2.30723
Br -1.15224 -5.88312 -3.54020
H 1.02471 -5.92043 -2.37576
C -2.30563 -8.85023 -5.92455
Br -2.08724 -9.79253 -4.26288
Br -3.51494 -7.36508 -5.73912
Br -0.61625 -8.28842 -6.64026
H -2.74677 -9.53960 -6.62908
C -2.75686 -6.01905 1.73847
Br -2.75504 -4.09447 1.72330
Br -1.75452 -6.71718 0.25384
Br -2.13400 -6.71277 3.41776
H -3.78096 -6.33913 1.61752
C 2.44926 -11.12078 -6.60828
Br 3.36737 -9.88103 -7.75518
Br 2.22936 -10.41010 -4.83386
Br 0.76978 -11.66328 -7.36484
H 3.06593 -12.00300 -6.52494
C 3.59341 -1.12200 -8.95938
Br 3.46847 -2.08643 -7.29478
Br 2.39711 0.38596 -9.02100
Br 5.40276 -0.60685 -9.32746
H 3.28011 -1.80297 -9.73672
C 2.13847 8.07475 -3.25433
Br 3.29172 9.53950 -3.69694
Br 2.90366 6.95254 -1.89085
Br 0.38060 8.67126 -2.74788
H 2.02790 7.46841 -4.14101
C 6.87813 1.94587 -0.56481
Br 8.10548 3.34480 -1.01599
Br 7.55619 0.80701 0.82442
Br 5.14649 2.65752 -0.09924
H 6.74673 1.33400 -1.44620
C 7.19367 -0.86737 -5.72512
Br 6.99487 1.04456 -5.72368
Br 8.46253 -1.44687 -7.04206
Br 7.65643 -1.52963 -3.97525
H 6.23365 -1.28985 -5.98978
*
```

Calculated values
* HOMO-LUMO gap: 6.769 eV
* LUMO: -0.1657 hartree
* HOMO energy: -11.28 eV
* E: -3029914.7192 eV

***

This record from the Open Molecules 2025 dataset describes a 3-piece molecular cluster, C25H22BrF7O4S overall. The level of theory is ωB97M-V with the def2-TZVPD basis set.

Geometry as ORCA input:
```
! wB97M-V def2-TZVPD RIJCOSX def2/J DEFGRID3
* xyz 0 1
C -0.24947 -1.69084 -9.02554
C -0.65496 -2.57840 -7.86455
Br -2.22394 -3.65939 -8.32326
C 0.47117 -3.48194 -7.40986
C 0.32917 -4.03651 -5.99390
O 1.09688 -5.30225 -5.95380
S 2.65154 -4.96553 -5.75541
O 3.16329 -5.80516 -4.73668
O 3.33181 -4.92112 -6.99758
O 2.43938 -3.47146 -5.21755
C 1.06787 -3.31607 -4.85767
C 0.64361 -1.86598 -4.68891
F -0.70852 -1.88030 -4.77923
F 1.12752 -1.13609 -5.71817
C 1.06341 -1.22988 -3.38416
C 2.39639 -0.84618 -3.21544
C 2.79238 -0.24530 -2.02577
C 1.87455 -0.02111 -1.00021
C 0.54982 -0.40947 -1.18072
C -0.46623 -0.13905 -0.11620
F -1.43166 -1.04266 -0.07691
F 0.07657 -0.06703 1.09435
F -1.05928 1.04883 -0.33631
C 0.13448 -1.01780 -2.36783
H 0.33336 -2.22767 -9.76460
H -1.13757 -1.24933 -9.46140
H 0.34581 -0.87569 -8.62238
H -1.00881 -1.93265 -7.07565
H 1.41452 -2.95161 -7.49820
H 0.52663 -4.33495 -8.07630
H -0.67970 -4.34305 -5.75979
H 0.89672 -3.91313 -3.96697
H 3.09575 -1.00736 -4.01931
H 3.81282 0.06988 -1.88877
H 2.16117 0.44928 -0.07648
H -0.89792 -1.30488 -2.46041
F 0.15285 -1.58570 7.15147
C -0.42386 -0.63336 6.39082
C -0.42504 -0.78435 5.01891
C -1.02200 0.19639 4.24019
C -1.59870 1.30823 4.83934
C -1.58269 1.43926 6.22121
C -0.99440 0.46066 7.00883
H 0.03550 -1.65638 4.57404
H -1.03761 0.09173 3.16689
H -2.06033 2.07223 4.22814
H -2.02739 2.30791 6.68867
H -0.97663 0.53942 8.08754
F -2.91164 4.00392 9.18951
C -2.09322 5.00277 8.80310
C -2.31775 5.62244 7.58996
C -1.47406 6.65014 7.19570
C -0.41872 7.03856 8.00891
C -0.20935 6.39904 9.22262
C -1.05225 5.37523 9.62939
H -3.14209 5.30140 6.96684
H -1.64230 7.14783 6.25043
H 0.23910 7.83830 7.69689
H 0.61395 6.69702 9.85740
H -0.90989 4.86915 10.57478
*
```

Calculated values
* HOMO-LUMO gap: 9.401 eV
* LUMO: 0.0060 hartree
* SMILES string: C[C@@H](Br)C[C@H]1OS(=O)(=O)O[C@H]1C(F)(F)c1cccc(C(F)(F)F)c1.Fc1ccccc1.Fc1ccccc1
* HOMO energy: -9.24 eV
* E: -134372.3697 eV

***

This record from the Open Molecules 2025 dataset describes C25H22InN9O7 as an isolated structure. The level of theory is ωB97M-V with the def2-TZVPD basis set.

Geometry as ORCA input:
```
! wB97M-V def2-TZVPD RIJCOSX def2/J DEFGRID3
* xyz 2 1
In 0.57530 -0.20177 -0.28867
C -1.08030 -3.28329 1.82377
C 0.36409 -2.93758 1.80839
N 0.94435 -1.94176 1.14934
C 2.28686 -1.97796 1.46906
C 2.51862 -3.01698 2.31689
N 1.29623 -3.59965 2.51284
C 3.70171 -3.60304 3.02611
O 4.86480 -3.03198 2.82874
O 3.51255 -4.57462 3.70849
C 3.19780 -0.90984 0.98260
O 4.38541 -0.94542 1.24502
O 2.60017 0.02737 0.31899
H -1.67098 -2.43883 1.47228
H -1.40471 -3.52487 2.83546
H -1.28280 -4.15064 1.19454
H 1.17919 -4.40232 3.12224
H 4.80675 -2.24024 2.23383
O -4.68144 5.24409 1.23966
N -4.63449 4.23025 0.59171
O -5.46293 3.84279 -0.20453
C -3.46278 3.35453 0.80703
C -2.96608 3.30946 2.05627
C -1.87885 2.43357 2.37049
C -1.32307 2.33378 3.65981
C -0.27810 1.47177 3.87406
C 0.20128 0.71184 2.80231
N -0.31326 0.78973 1.58827
C -1.33549 1.63642 1.36127
C -1.85802 1.71990 0.01766
N -1.26684 0.95355 -0.92378
C -1.68378 1.02233 -2.17519
C -2.71601 1.87224 -2.56844
C -3.33983 2.65206 -1.62700
C -2.92462 2.57970 -0.28118
H -3.40236 3.93547 2.82407
H -1.72073 2.93960 4.46388
H 0.18337 1.37029 4.84548
H 1.03193 0.02971 2.93635
H -1.17361 0.39314 -2.89318
H -3.01412 1.90959 -3.60586
H -4.14670 3.31072 -1.90868
N -0.15676 -3.12296 -3.47838
C -1.20053 -3.63427 -2.74520
C -1.28463 -2.86483 -1.62712
N -0.31019 -1.89620 -1.66873
C 0.34754 -2.07768 -2.80089
C 1.40938 -1.14775 -3.13610
N 1.60017 -0.11617 -2.33331
C 2.66831 0.58320 -2.83330
C 3.10569 -0.02961 -3.96602
N 2.29791 -1.12863 -4.14303
H 0.16094 -3.48293 -4.36505
H -1.77722 -4.47698 -3.08140
H -1.99207 -2.93798 -0.82242
H 3.04906 1.46287 -2.34858
H 3.90410 0.20394 -4.64722
H 2.39446 -1.80261 -4.88632
C 0.98406 3.47187 -0.84802
O 1.30984 2.16719 -0.35960
H 1.83907 3.93337 -1.34026
H 0.64739 4.11700 -0.03520
H 0.18251 3.35596 -1.57621
H 2.19248 2.13010 0.03196
*
```

Calculated values
* HOMO-LUMO gap: 8.336 eV
* LUMO: -0.2356 hartree
* energy relative to the best compared isomer or geometry (same formula, charge and spin): 8.8 kJ/mol
* HOMO energy: -14.75 eV
* E: -59188.1077 eV